Record 1
Here is the ion C7H8NO5S with charge -1 at a distorted geometry from OMol25. Energies are from ωB97M-V/def2-TZVPD.

Summary:
* LUMO (spin up / spin down): 3.261 / 3.261 eV
* total charge: -1
* maximum force: 4.02 eV Å⁻¹
* frontier orbital gap (spin up / spin down): 0.2668 / 0.2668 hartree
* energy above the lowest of the compared OMol25 structures with the same formula, charge and spin: 34.35 kcal per mole

Geometry as XYZ:
```
22
C7H8NO5S (ωB97M-V/def2-TZVPD)
C -0.93638 0.89881 -2.63469
N -0.86712 0.61209 -1.22016
C -0.74822 1.57068 -0.28612
C -0.42851 0.95556 0.91400
C -0.38311 -0.44440 0.80710
C -0.09136 -1.25205 1.93404
C 0.38831 -0.66045 3.22669
O 0.16335 -1.07035 4.31259
O 1.32873 0.34418 3.11585
C -0.47496 -0.64573 -0.77314
S 1.30279 -0.95808 -1.11606
O 1.52759 -0.79089 -2.58528
O 1.96775 0.13489 -0.40930
O 1.40443 -2.32362 -0.67200
H 0.07988 0.68932 -2.90339
H -1.80154 0.32100 -2.95631
H -1.26577 1.85220 -2.75527
H -1.19113 2.51467 -0.47385
H -0.55366 1.57627 1.80721
H 0.09682 -2.30027 1.87214
H 1.38401 0.50252 2.09935
H -0.90192 -1.52638 -1.30341
```


Record 2
Here is an isolated molecule of CH4N4O at a distorted geometry from OMol25. Energies are from ωB97M-V/def2-TZVPD.

Summary:
* LUMO: 0.875 eV
* maximum force: 6.09 eV Å⁻¹
* frontier orbital gap: 0.4056 hartree
* energy above the lowest of the compared OMol25 structures with the same formula, charge and spin: 71.30 kcal per mole

Geometry as XYZ:
```
10
CH4N4O (ωB97M-V/def2-TZVPD)
O 0.90160 0.91953 0.70174
C 0.55726 0.20561 -0.34236
N -0.89006 -0.09490 -0.36089
N -1.94493 0.82323 -0.60682
N -2.70088 0.27637 0.24770
N -1.76479 -0.61619 0.71050
H 0.19383 1.58457 0.86459
H 1.12217 -0.65308 -0.45468
H 0.63162 0.82705 -1.40793
H -2.03568 -1.62294 0.83718
```


Record 3
Here is a cluster of 2 separate species, C2H2ClNO in total at a distorted geometry from OMol25. Energies are from ωB97M-V/def2-TZVPD.

Summary:
* LUMO: 0.514 eV
* maximum force: 2.51 eV Å⁻¹
* frontier orbital gap: 0.3948 hartree
* energy above the lowest of the compared OMol25 structures with the same formula, charge and spin: 12.69 kcal per mole

Geometry as XYZ:
```
7
C2H2ClNO (ωB97M-V/def2-TZVPD)
C -1.52331 -0.65846 0.92648
C 0.53564 0.37070 -0.70345
N 0.44788 0.05860 0.50169
O -2.03602 0.21680 1.44200
Cl 1.61926 -0.38450 -1.83770
H -0.16343 1.04313 -1.30073
H 1.11997 -0.64626 0.97172
```


Record 4
Here is an isolated molecule of C5H9NO at a distorted geometry from OMol25. Energies are from ωB97M-V/def2-TZVPD.

Summary:
* LUMO: 0.895 eV
* maximum force: 3.51 eV Å⁻¹
* frontier orbital gap: 0.3720 hartree
* energy above the lowest of the compared OMol25 structures with the same formula, charge and spin: 23.42 kcal per mole

Geometry as XYZ:
```
16
C5H9NO (ωB97M-V/def2-TZVPD)
C 1.19119 1.31934 1.14477
N 0.52457 0.35117 0.31728
C 0.23607 0.43209 -1.08996
C -0.56802 -0.89186 -1.35104
C -1.16735 -1.12303 0.01336
C -0.21830 -0.54670 1.01418
O -0.12027 -0.61017 2.25756
H 1.14680 0.95520 2.13486
H 2.32110 1.46013 0.86204
H 0.66920 2.29197 1.22981
H -0.34750 1.37261 -1.40161
H 1.17039 0.25094 -1.67442
H 0.01973 -1.67450 -1.75588
H -1.40614 -0.75524 -2.11198
H -1.28075 -2.21854 0.19362
H -2.17072 -0.61341 0.21741
```


Record 5
Here is a cluster of 3 separate species, C4H12O3 in total at a distorted geometry from OMol25. Energies are from ωB97M-V/def2-TZVPD.

Summary:
* LUMO: 0.464 eV
* maximum force: 2.33 eV Å⁻¹
* frontier orbital gap: 0.3454 hartree
* energy above the lowest of the compared OMol25 structures with the same formula, charge and spin: 22.47 kcal per mole

Geometry as XYZ:
```
19
C4H12O3 (ωB97M-V/def2-TZVPD)
C 0.01898 1.98054 0.26542
C 1.33832 1.30472 0.19369
C 1.73444 0.56750 -0.82461
C 3.04090 -0.15458 -0.90620
O 0.99268 0.55750 -1.99268
H 0.05816 2.80605 0.98000
H -0.74936 1.31483 0.64423
H -0.36089 2.38420 -0.66784
H 2.08592 1.40138 0.96877
H 2.85580 -1.20179 -1.16089
H 3.43424 -0.25743 0.10839
H 3.77103 0.25063 -1.55175
H 0.70850 -0.32484 -2.24548
O 0.34285 -3.80340 1.50952
H 1.13775 -3.44482 1.92234
H -0.03139 -3.00266 1.12016
O -6.60879 0.20098 0.58080
H -6.95650 -0.33300 1.29631
H -6.81265 -0.24579 -0.24020
```


Record 6
Here is a structure of composition C22H18CoINOPS4 from OMol25. Energies are from ωB97M-V/def2-TZVPD.

Summary:
* LUMO (spin up / spin down): 2.371 / 2.354 eV
* total charge: -1
* multiplicity: 4
* maximum force: 0.16 eV Å⁻¹
* frontier orbital gap (spin up / spin down): 0.2247 / 0.2327 hartree
* energy above the lowest of the compared OMol25 structures with the same formula, charge and spin: 4.82 kcal per mole

Geometry as XYZ:
```
49
C22H18CoINOPS4 (ωB97M-V/def2-TZVPD)
Co -0.06333 1.39328 -1.96529
O 1.41198 7.31442 0.94884
C 1.14750 6.26719 0.40484
S 2.35761 5.14221 -0.20871
C 1.24866 3.91934 -0.82264
C -0.06428 4.16847 -0.66929
S -1.37933 3.13933 -1.17828
S -0.49126 5.68270 0.12244
S 1.95048 2.48535 -1.53283
N 2.20076 -0.97188 -2.13905
C 2.42843 -1.39248 -0.84392
C 3.67040 -1.93566 -0.49136
C 3.92525 -2.34777 0.80018
C 2.94825 -2.23806 1.78506
C 1.72831 -1.67760 1.45095
C 1.45193 -1.23887 0.15525
P -0.09075 -0.34401 -0.22450
C -0.55030 0.36992 1.38556
C -1.47843 -0.20436 2.24776
C -1.78467 0.41715 3.45159
C -1.16853 1.61263 3.79556
C -0.24417 2.18960 2.93387
C 0.06085 1.57305 1.73109
C -1.34359 -1.63767 -0.51361
C -2.61148 -1.20401 -0.91108
C -3.60838 -2.12222 -1.19061
C -3.34549 -3.48510 -1.09434
C -2.08765 -3.92103 -0.71365
C -1.08837 -2.99909 -0.42107
H 1.28248 -1.12215 -2.53630
H 2.92850 -1.18213 -2.80186
H 4.43594 -2.03081 -1.25302
H 4.89586 -2.76280 1.04337
H 3.14535 -2.56316 2.79760
H 0.97342 -1.54512 2.21703
H -1.96878 -1.13254 1.98013
H -2.51039 -0.03270 4.11792
H -1.41775 2.10180 4.72893
H 0.22512 3.13249 3.18355
H 0.76539 2.03435 1.04637
H -2.80532 -0.13959 -1.00100
H -4.58718 -1.77765 -1.49859
H -4.12146 -4.20384 -1.32593
H -1.87768 -4.98128 -0.64756
H -0.10278 -3.33855 -0.12609
I -0.70950 -1.29694 -4.41342
C -0.95683 0.73976 -3.67879
H -2.04369 0.79195 -3.58817
H -0.68110 1.35407 -4.53694
```


Record 7
Here is a cluster of 9 separate species, C36H90O18 in total at a distorted geometry from OMol25. Energies are from ωB97M-V/def2-TZVPD.

Summary:
* LUMO: 0.666 eV
* maximum force: 2.07 eV Å⁻¹
* frontier orbital gap: 0.3627 hartree
* energy above the lowest of the compared OMol25 structures with the same formula, charge and spin: 44.38 kcal per mole

Geometry as XYZ:
```
144
C36H90O18 (ωB97M-V/def2-TZVPD)
C -6.84836 -4.03754 -4.70414
O -6.52731 -3.78719 -3.35742
C -5.15385 -3.92417 -3.07480
C -5.02451 -3.88084 -1.55977
O -3.66073 -4.05118 -1.20149
C -3.49532 -3.96602 0.19287
H -7.92844 -3.92824 -4.79765
H -6.52907 -5.03088 -5.02650
H -6.43604 -3.26137 -5.36059
H -4.61234 -3.10871 -3.56895
H -4.75073 -4.86557 -3.46717
H -5.70200 -4.59608 -1.08389
H -5.37778 -2.90767 -1.19709
H -2.43346 -3.97360 0.42915
H -4.05040 -4.66263 0.82960
H -3.85258 -3.00278 0.58913
C 2.67874 -3.21186 -3.60479
O 3.32699 -2.29647 -2.70832
C 3.47114 -0.97097 -3.15047
C 4.16523 -0.77549 -4.50933
O 5.57504 -0.85471 -4.40712
C 6.13846 -2.12806 -4.42101
H 1.97158 -2.56140 -4.13172
H 2.17895 -4.06136 -3.15133
H 3.44745 -3.56767 -4.29597
H 4.15157 -0.55034 -2.40774
H 2.53222 -0.40400 -3.13642
H 3.92231 0.17725 -4.97756
H 3.83079 -1.56844 -5.18958
H 5.59506 -2.90115 -3.85569
H 7.10322 -2.08851 -3.91815
H 6.14535 -2.59255 -5.41732
C 8.69693 -3.00039 0.18490
O 7.46311 -2.55672 -0.31240
C 6.79614 -1.70750 0.59156
C 5.33505 -1.55283 0.25127
O 4.81466 -0.55943 1.09149
C 3.41394 -0.32484 0.95763
H 8.70799 -3.27441 1.24520
H 9.43608 -2.18627 0.12980
H 9.04037 -3.81788 -0.44423
H 7.36447 -0.76850 0.63394
H 6.82493 -2.11858 1.61118
H 4.74680 -2.47362 0.37829
H 5.15403 -1.32816 -0.81139
H 2.89750 -1.28574 0.94965
H 3.29924 0.22535 0.02386
H 3.07075 0.30223 1.77567
C -2.42684 -4.30806 4.30438
O -2.77833 -3.28977 5.22888
C -2.36524 -2.00102 4.82437
C -0.87411 -1.84771 4.59153
O -0.40500 -2.25578 3.34725
C 0.98847 -2.14786 3.16420
H -2.62063 -3.89154 3.30913
H -3.04911 -5.18523 4.46350
H -1.38111 -4.62273 4.31795
H -2.75224 -1.32762 5.58664
H -2.88396 -1.74766 3.88487
H -0.39372 -2.33503 5.45368
H -0.67460 -0.76929 4.71746
H 1.25425 -1.15655 2.78457
H 1.22194 -2.95965 2.47771
H 1.58449 -2.25332 4.07794
C 2.78707 5.01041 -1.66933
O 3.30458 4.07803 -2.57923
C 4.58487 4.41318 -3.03709
C 5.11279 3.29051 -3.90415
O 6.50268 3.42828 -4.07867
C 7.08482 2.32764 -4.72671
H 1.88994 4.60971 -1.19447
H 2.27621 5.86862 -2.13578
H 3.53552 5.35476 -0.95796
H 5.25545 4.63330 -2.19620
H 4.56528 5.33516 -3.63657
H 4.61438 3.32806 -4.88273
H 4.87273 2.30843 -3.47818
H 6.74385 1.35861 -4.35511
H 8.15767 2.44764 -4.56559
H 6.94426 2.35499 -5.81570
C -10.03110 1.66148 -0.07222
O -8.70307 1.18393 -0.10488
C -8.25468 0.97506 -1.41639
C -6.72721 0.72353 -1.35508
O -6.25944 -0.01790 -2.45707
C -6.29079 0.66886 -3.71654
H -10.11299 2.63110 -0.56601
H -10.32999 1.70783 0.97515
H -10.79303 0.99393 -0.49203
H -8.32617 1.86489 -2.05672
H -8.77210 0.18586 -1.96960
H -6.50437 0.21871 -0.41510
H -6.23780 1.70216 -1.30139
H -7.28929 1.07502 -3.88833
H -6.13251 -0.15642 -4.40577
H -5.54073 1.45969 -3.74786
C 0.62355 1.15889 -1.45736
O 0.75766 0.27996 -0.35183
C -0.32558 0.30951 0.57969
C -1.60723 -0.39355 0.17520
O -2.24904 0.36956 -0.82717
C -3.39719 -0.23976 -1.38822
H -0.28773 0.85322 -1.97556
H 1.39819 1.04216 -2.21410
H 0.56658 2.20248 -1.14152
H -0.43609 1.34823 0.89724
H 0.02193 -0.38426 1.35059
H -2.21051 -0.45391 1.08942
H -1.32951 -1.37964 -0.21270
H -3.93976 0.46317 -2.01001
H -4.06174 -0.49021 -0.55118
H -3.18977 -1.16430 -1.93455
C -0.31064 3.83341 5.67813
O -1.60284 3.40355 5.35041
C -1.54910 2.37300 4.37989
C -2.92315 1.77635 4.13309
O -2.77417 0.93203 3.00007
C -4.05189 0.49098 2.49702
H -0.34986 4.75502 6.26106
H 0.29506 4.07317 4.79939
H 0.24999 3.10556 6.27480
H -0.79634 1.59687 4.56402
H -1.18451 2.81259 3.44352
H -3.56881 2.62618 3.88330
H -3.37464 1.27564 4.99316
H -3.82034 0.35407 1.43796
H -4.78844 1.29510 2.49959
H -4.33023 -0.43243 2.99839
C 1.42503 3.50520 1.33626
O 2.46095 4.45364 1.54718
C 3.09830 4.39131 2.82798
C 3.29527 3.03063 3.45626
O 2.13086 2.55509 4.10749
C 2.25086 1.24698 4.57588
H 0.76350 3.93843 0.58691
H 0.85246 3.31890 2.24690
H 1.85572 2.57550 0.95286
H 2.46972 5.03896 3.44889
H 4.06764 4.87069 2.69865
H 4.10431 3.13203 4.18766
H 3.60710 2.30228 2.69984
H 2.36129 0.52473 3.75630
H 1.38047 0.99216 5.18056
H 3.13838 1.17199 5.22266
```


Record 8
Here is an isolated molecule of C4H6BrFO2 at a distorted geometry from OMol25. Energies are from ωB97M-V/def2-TZVPD.

Summary:
* LUMO (spin up / spin down): 0.786 / 0.844 eV
* maximum force: 3.54 eV Å⁻¹
* frontier orbital gap (spin up / spin down): 0.3090 / 0.3084 hartree
* energy above the lowest of the compared OMol25 structures with the same formula, charge and spin: 59.99 kcal per mole

Geometry as XYZ:
```
14
C4H6BrFO2 (ωB97M-V/def2-TZVPD)
C -0.85709 -0.79302 0.79717
C 0.39699 -0.10983 1.34063
C -0.61323 -0.36253 -1.48264
C 1.13960 1.04822 -0.53339
O -0.68105 -1.31442 -0.52961
O 0.67241 1.15707 0.74899
F -1.68076 0.46243 -1.55555
Br 1.17223 2.64680 -1.48791
H -1.07581 -1.66480 1.41417
H -1.70417 -0.09924 0.80968
H 0.24595 0.09401 2.40301
H 1.26258 -0.77132 1.20248
H -0.28875 -0.70445 -2.45402
H 2.01109 0.41108 -0.67302
```


Number 1: E -1100.70129 Ha. Number 2: E -334.60619 Ha. Number 3: E -667.54498 Ha. Number 4: E -325.90023 Ha. Number 5: E -385.28595 Ha. Number 6: E -4593.85410 Ha. Number 7: E -2779.48935 Ha. Number 8: E -2980.24678 Ha.